[1]
C3H11N2S | ωB97M-V/def2-TZVPD

```
17
C3H11N2S, DFT ωB97M-V/def2-TZVPD
C -1.13549 -0.94999 -1.07311
C -1.01545 -0.03264 1.23990
C 1.46080 0.77084 -0.28562
N 1.63630 1.24320 0.90722
N -0.84115 0.20568 -0.20866
S 2.14591 -0.80730 -0.50684
H -0.31742 -1.82792 -1.02736
H -2.02962 -1.47999 -0.75173
H -1.33485 -0.67407 -2.03108
H -0.16902 -0.69483 1.45833
H -1.01883 1.03829 1.56663
H -1.90760 -0.62100 1.38578
H 0.96901 1.24688 -1.05132
H 1.27005 2.19189 1.09848
H 1.83217 0.52745 1.50902
H -1.59791 0.84112 -0.51852
H 2.05311 -0.97761 -1.71114
```

Properties
**Total charge**: +1
**Spin multiplicity**: 1
**Highest occupied orbital energy**: -13.87 eV
**Total energy**: -628.27112 hartree

Here are the Löwdin charges for atoms 1 to 4, given in e: atom 1 (C): -0.1252, atom 2 (C): -0.0846, atom 3 (C): -0.4625, atom 4 (N): 0.1105

=====

[2]
C35H58NO20S | ωB97M-V/def2-TZVPD

```
115
C35H58NO20S, DFT ωB97M-V/def2-TZVPD
C -2.21647 -3.25966 -1.27397
C -1.21850 -2.43555 -2.12676
C -0.04536 -3.35282 -2.44783
C -0.71458 -1.20909 -1.31210
C -0.49519 0.12167 -2.08181
S -0.44738 1.46690 -0.80421
C 0.90204 0.10814 -2.71498
C 1.25309 1.27404 -3.63313
O 0.77771 2.53682 -3.17391
C -1.61148 0.40800 -3.11640
C -2.62660 -0.71664 -3.33722
C -3.33606 -0.52130 -4.69007
C -3.68927 -0.67589 -2.22970
N -1.87131 -1.99536 -3.38814
O -1.12284 -2.05813 -4.42562
H -2.26881 -2.90446 -0.25252
H -1.91603 -4.30465 -1.25156
H -3.20559 -3.23971 -1.71356
H 0.78312 -2.83314 -2.92002
H 0.31409 -3.73667 -1.49447
H -0.36326 -4.19153 -3.06168
H -1.41082 -1.01393 -0.50348
H 0.22954 -1.48086 -0.84058
H -1.26574 0.95649 0.12272
H 1.64500 -0.00682 -1.92678
H 0.95608 -0.79898 -3.32348
H 2.33816 1.34690 -3.69686
H 0.89360 1.08771 -4.64536
H -0.06371 2.71276 -3.58708
H -1.18617 0.64251 -4.09070
H -2.17497 1.27936 -2.78802
H -3.03774 -1.28033 -5.40200
H -3.13050 0.46390 -5.10177
H -4.41519 -0.59336 -4.56455
H -3.25907 -0.42789 -1.26203
H -4.37746 0.13174 -2.46940
H -4.24494 -1.60059 -2.13850
C 1.71269 4.41511 -0.10523
C 0.98886 5.21599 0.94508
C 1.84289 6.17993 1.74096
O 1.19826 6.19948 3.02008
C 0.51875 5.04752 3.16744
O 0.00988 4.68786 4.18294
O 0.49505 4.35328 2.00637
H 2.17081 5.07571 -0.84137
H 2.49174 3.80584 0.35556
H 1.03291 3.72544 -0.61190
H 0.11629 5.72174 0.52288
H 1.87477 7.18426 1.32898
H 2.85899 5.80326 1.87612
C -2.59621 4.94072 5.94508
C -3.83008 4.24409 6.45141
C -4.28301 3.05256 5.63172
O -5.70193 3.05676 5.83604
C -6.07934 4.32390 6.13344
O -7.20363 4.69985 6.18307
O -4.99233 5.09519 6.36172
H -1.76614 4.24166 5.87004
H -2.77721 5.37222 4.96102
H -2.30567 5.74940 6.61447
H -3.71464 3.96263 7.50176
H -3.86423 2.10687 5.96482
H -4.08169 3.19033 4.56665
C 0.94995 1.68148 3.98851
C 1.31965 0.41219 4.70554
C 1.41019 -0.82535 3.83507
O 1.02424 -1.87032 4.74084
C 0.24108 -1.32282 5.69939
O -0.39963 -1.94137 6.48505
O 0.27823 0.02165 5.62558
H 1.65211 1.87814 3.17732
H -0.05407 1.60346 3.57043
H 0.95381 2.53138 4.66484
H 2.23777 0.54019 5.28507
H 2.40560 -1.01930 3.44605
H 0.69345 -0.79621 3.01052
C -2.27632 -5.28882 3.82181
C -2.79897 -3.95011 3.37220
C -4.05915 -3.46951 4.06534
O -4.68775 -2.67797 3.04597
C -4.26571 -3.13324 1.84643
O -4.71384 -2.81206 0.79685
O -3.24304 -4.00045 2.00320
H -2.08657 -5.27465 4.89440
H -3.00077 -6.07201 3.59620
H -1.34656 -5.53371 3.31093
H -2.01791 -3.19164 3.43173
H -3.87203 -2.85978 4.94434
H -4.72419 -4.29644 4.32438
C 3.30355 -7.10821 -5.13540
C 2.47843 -6.37630 -4.10967
C 3.16490 -5.20585 -3.43315
O 2.54629 -5.19338 -2.14228
C 2.10790 -6.44663 -1.87075
O 1.70623 -6.80630 -0.81477
O 2.19215 -7.22076 -2.97739
H 3.63967 -6.41740 -5.90899
H 4.17332 -7.56658 -4.66427
H 2.72253 -7.89839 -5.60800
H 1.52029 -6.06346 -4.53333
H 2.99682 -4.25474 -3.93181
H 4.23748 -5.37259 -3.30690
C 6.34062 2.44458 -5.31341
C 5.44373 3.15775 -4.33528
C 6.05680 4.36187 -3.64823
O 5.38158 4.36998 -2.38438
C 4.98081 3.10586 -2.11363
O 4.54872 2.74189 -1.07034
O 5.14285 2.31687 -3.20319
H 6.68328 3.13687 -6.08268
H 7.20633 2.02797 -4.79827
H 5.81222 1.62541 -5.79854
H 4.49285 3.42503 -4.80428
H 5.88048 5.29998 -4.16695
H 7.12754 4.23264 -3.47368
```

Properties
**Total charge**: 0
**Spin multiplicity**: 2
**Highest occupied orbital energy (alpha / beta)**: -8.36 / -9.06 eV
**Total energy**: -3326.22099 hartree

Here are the Löwdin charges for atoms 1 to 4, given in e: atom 1 (C): -0.0033, atom 2 (C): -0.4374, atom 3 (C): -0.0469, atom 4 (C): -0.1302

=====

[3]
C3H2ClN | ωB97M-V/def2-TZVPD

```
7
C3H2ClN, DFT ωB97M-V/def2-TZVPD
C -0.24856 -0.98156 1.92161
C 0.44782 -0.10750 1.49115
Cl 1.35210 1.21075 1.22190
H -0.88627 -1.56592 2.51298
C -0.25292 0.47081 -2.40604
N -0.14878 1.30517 -1.64862
H -0.26340 -0.33175 -3.09299
```

Properties
**Total charge**: 0
**Structure (SMILES)**: C#CCl.C#N
**Spin multiplicity**: 1
**Highest occupied orbital energy**: -9.89 eV
**Total energy**: -630.34220 hartree

Here are the Löwdin charges for atoms 1 to 4, given in e: atom 1 (C): 0.0235, atom 2 (C): -0.7614, atom 3 (Cl): 0.6971, atom 4 (H): 0.0155

=====

[4]
C30H24F5N4O6 | ωB97M-V/def2-TZVPD

```
69
C30H24F5N4O6, DFT ωB97M-V/def2-TZVPD
F 3.03986 0.59610 1.57794
C 3.58993 0.16409 0.27364
F 2.51854 -0.42533 -0.61316
F 4.50269 -1.00034 0.57888
C 4.45384 1.34583 -0.51753
F 3.90421 1.65315 -1.88191
F 5.76925 0.66024 -0.82892
N 4.77929 2.54796 0.31702
C 3.94999 3.52190 0.78661
N 4.59676 4.58247 1.65216
C 3.36850 5.43917 1.99723
N 2.16506 4.77790 1.29482
N 2.47799 3.63224 0.52648
C 1.47113 2.86131 -0.27197
C -0.07554 3.50137 -0.22777
C -0.89454 2.69767 0.94078
C -1.53608 1.22006 0.49008
C -2.35193 0.21567 1.49651
C -2.55935 0.68439 3.05665
C -1.94834 2.14327 3.51381
C -1.10971 3.16975 2.49564
H 5.79228 2.64440 0.63579
H 3.37896 6.39715 2.69470
H 1.25693 5.25053 1.46721
H 1.31818 1.73637 0.04741
H 1.77952 2.97681 -1.41981
H -0.08714 4.66653 -0.14253
H -0.54329 3.24162 -1.29441
H -1.38102 0.86118 -0.63207
H -2.71996 -0.80996 1.05206
H -3.13913 -0.02963 3.81597
H -2.09562 2.43637 4.65804
H -0.67593 4.20279 2.86613
C -5.90253 -3.68775 1.88355
C -6.51577 -4.54112 1.05770
C -6.39813 -4.40728 -0.40772
O -6.96069 -5.18671 -1.16437
C -5.57573 -3.29550 -0.92483
C -4.96250 -2.44213 -0.09898
C -5.08013 -2.57597 1.36644
O -4.51757 -1.79654 2.12309
H -5.97905 -3.77129 2.96078
H -7.12191 -5.36215 1.42147
H -5.49921 -3.21195 -2.00206
H -4.35635 -1.62110 -0.46275
C -0.72119 2.13385 -5.40615
C -0.69481 2.15316 -4.07001
C 0.20611 1.26548 -3.30870
O 0.22948 1.28107 -2.08570
C 1.07738 0.35734 -4.08069
C 1.05099 0.33804 -5.41682
C 0.15008 1.22571 -6.17814
O 0.12670 1.21013 -7.40114
H -1.37651 2.77781 -5.97985
H -1.32717 2.81403 -3.48934
H 1.73269 -0.28661 -3.50699
H 1.68335 -0.32283 -5.99750
C 1.79411 -5.56206 2.17230
C 0.83662 -5.01606 1.41637
C 0.94979 -3.63069 0.91923
O 0.07297 -3.12947 0.22894
C 2.16208 -2.87306 1.28823
C 3.11956 -3.41906 2.04416
C 3.00639 -4.80443 2.54130
O 3.88321 -5.30564 3.23159
H 1.72643 -6.57656 2.54574
H -0.05821 -5.55898 1.13649
H 2.22976 -1.85856 0.91479
H 4.01439 -2.87614 2.32404
```

Properties
**Total charge**: +1
**Spin multiplicity**: 1
**Highest occupied orbital energy**: -10.75 eV
**Total energy**: -2326.47994 hartree

Here are the Löwdin charges for atoms 1 to 4, given in e: atom 1 (F): 0.0527, atom 2 (C): -0.1145, atom 3 (F): 0.0211, atom 4 (F): 0.0338

=====

[5]
C3H6N2O | ωB97M-V/def2-TZVPD

```
12
C3H6N2O, DFT ωB97M-V/def2-TZVPD
N 1.59103 -0.17848 0.19514
C 0.29762 0.07032 -0.61680
C -0.78843 -0.97024 -0.71788
O -1.73742 0.01909 -0.21230
C -0.66279 0.83765 0.14267
N -0.60073 1.80831 0.96065
H 1.59828 0.23546 1.13470
H 1.93581 -1.13210 0.21222
H 1.89651 0.35349 -0.64786
H -1.07445 -1.31696 -1.71927
H -0.71139 -1.82914 -0.03279
H -1.51718 1.99239 1.37169
```

Properties
**Total charge**: 0
**Spin multiplicity**: 1
**Highest occupied orbital energy**: -7.58 eV
**Total energy**: -302.51963 hartree

Here are the Löwdin charges for atoms 1 to 4, given in e: atom 1 (N): 0.1440, atom 2 (C): -0.2377, atom 3 (C): -0.1618, atom 4 (O): -0.0246

=====

[6]
C27H60N6O9 | ωB97M-V/def2-TZVPD

```
102
C27H60N6O9, DFT ωB97M-V/def2-TZVPD
C -21.01312 -6.25970 -3.39114
N -20.03557 -6.12624 -2.32913
C -18.77022 -5.71649 -2.36741
C -18.11122 -5.53823 -1.05451
O -18.30688 -5.32872 -3.46129
H -21.15165 -7.28241 -3.74034
H -20.79809 -5.64690 -4.26941
H -21.98421 -5.87883 -3.15072
H -20.48758 -6.20362 -1.43516
H -18.61972 -4.88199 -0.37067
H -17.05963 -5.24623 -1.18367
H -18.22593 -6.50747 -0.49319
C -19.76288 1.78705 -0.27668
N -21.11483 1.72485 -0.79001
C -21.95901 0.76012 -0.28277
C -23.41155 0.84112 -0.51276
O -21.49222 -0.03914 0.54078
H -18.99293 1.82547 -1.10454
H -19.62965 0.89659 0.32168
H -19.61017 2.69293 0.40377
H -21.46519 2.44121 -1.42648
H -23.79276 -0.12321 -0.83130
H -23.72164 1.65003 -1.29269
H -23.71626 1.05033 0.48535
C -20.71133 -2.86889 -3.05445
N -19.97621 -3.20389 -4.29252
C -20.54738 -2.84588 -5.46428
C -20.04983 -3.44345 -6.71492
O -21.51083 -2.05003 -5.45227
H -21.71495 -3.33875 -3.18836
H -20.71269 -1.84049 -2.90765
H -20.19591 -3.22811 -2.24175
H -19.20591 -3.86234 -4.27029
H -19.72070 -2.70939 -7.42108
H -21.00155 -3.86215 -7.15378
H -19.20909 -4.20159 -6.64697
C -23.14625 -3.77526 0.12292
N -22.12865 -3.06707 0.92201
C -20.88548 -3.71481 0.97264
C -19.77938 -2.98052 1.59022
O -20.75415 -4.86781 0.59311
H -22.77234 -4.79559 0.03145
H -23.24344 -3.36344 -0.88262
H -24.18430 -3.73127 0.55435
H -22.21280 -2.06079 1.07315
H -19.50587 -3.41339 2.52938
H -20.15809 -2.00705 1.86847
H -18.84379 -2.93960 0.94751
C -23.86938 0.47907 -4.69967
N -22.50756 0.29943 -4.41004
C -21.72389 1.31972 -3.97779
C -20.27841 0.96223 -3.79608
O -22.18753 2.39242 -3.67223
H -24.04384 1.39946 -5.29549
H -24.42285 0.54072 -3.78459
H -24.26393 -0.43384 -5.23691
H -22.06196 -0.54868 -4.73826
H -19.67774 1.85326 -3.62639
H -19.85786 0.45320 -4.64419
H -20.11423 0.36516 -2.89319
C -15.58649 -5.20412 -5.61969
N -16.34829 -4.01614 -5.23749
C -16.16947 -2.76072 -5.72339
C -16.93185 -1.77310 -4.95394
O -15.55654 -2.57867 -6.75363
H -15.21703 -5.04787 -6.67982
H -16.29870 -6.04540 -5.60774
H -14.75747 -5.32500 -4.86970
H -16.91699 -4.15510 -4.44791
H -17.49631 -2.16560 -4.16225
H -17.57672 -1.30054 -5.72546
H -16.28662 -1.00716 -4.57481
C -20.46856 0.30465 -12.25579
C -20.25301 -1.17749 -12.14213
C -19.15678 -1.71451 -13.03269
O -20.92062 -1.82841 -11.39955
H -21.41329 0.60523 -11.77436
H -20.40423 0.65726 -13.34770
H -19.54924 0.77906 -11.72943
H -19.06691 -1.11750 -13.93796
H -19.19982 -2.79001 -13.21482
H -18.25955 -1.46549 -12.44974
C -23.80457 -3.52860 -9.17530
C -25.27606 -3.05350 -8.99699
C -26.00104 -2.50691 -10.18579
O -25.83191 -3.23833 -7.94718
H -23.23600 -2.61521 -9.33069
H -23.74563 -4.14970 -10.12677
H -23.49164 -4.03853 -8.27781
H -25.42274 -1.73963 -10.66986
H -26.94530 -2.12022 -10.09168
H -25.95377 -3.30479 -10.94819
C -24.82749 -3.32452 -4.27974
C -24.41573 -4.75248 -4.02050
C -24.36638 -5.69182 -5.20151
O -24.18951 -5.19331 -2.96027
H -24.01739 -2.77965 -4.77691
H -24.91354 -2.76510 -3.36074
H -25.66950 -3.13825 -4.90937
H -24.15129 -6.73428 -4.79155
H -23.61417 -5.35777 -5.96502
H -25.36067 -5.70408 -5.63206
```

Properties
**Total charge**: 0
**Structure (SMILES)**: CNC(C)=O.CNC(C)=O.CNC(C)=O.CNC(C)=O.CNC(C)=O.CNC(C)=O.CC(C)=O.CC(C)=O.CC(C)=O
**Spin multiplicity**: 1
**Highest occupied orbital energy**: -9.17 eV
**Total energy**: -2070.53378 hartree

Here are the Löwdin charges for atoms 1 to 4, given in e: atom 1 (C): -0.0498, atom 2 (N): 0.0492, atom 3 (C): -0.5169, atom 4 (C): 0.0103